a) Molecular formula: C3H6IN
Method: DFT, ωB97M-V/def2-TZVPD

```
11
Properties=species:S:1:pos:R:3
C -0.79 0.57 0.11
C 0.67 1.16 -0.07
C -0.84 -0.97 0.06
N -1.76 1.29 0.31
I -4.41 -0.16 -0.19
H 0.92 1.43 -1.17
H 0.52 2.15 0.45
H 1.44 0.43 0.27
H -1.61 -1.28 0.87
H 0.17 -1.33 0.37
H -1.07 -1.48 -0.91
```

E_LUMO	-2.9	eV
highest occupied orbital energy	-8.857	eV
spin multiplicity	1
total charge	0


b) Molecular formula: C3H6IN
Method: DFT, ωB97M-V/def2-TZVPD

```
11
Properties=species:S:1:pos:R:3
C -2.29 -0.36 0.04
C -1.11 -0.26 0.57
C -1.33 -1.46 -0.31
H -3.27 0.01 -0.11
H -0.40 0.24 1.17
H -1.45 -2.44 0.14
H -0.88 -1.49 -1.30
N 2.32 1.64 -0.20
I 3.27 -0.17 -0.02
H 2.23 2.03 0.73
H 2.92 2.25 -0.73
```

E_LUMO	-0.2	eV
highest occupied orbital energy	-9.111	eV
spin multiplicity	1
SMILES	C1=CC1.NI
total charge	0


Which one is most stable, and which one is least stable? a) is the most stable of them, while b) is the least stable.


a) Molecular formula: C7H13N2O2
Method: DFT, ωB97M-V/def2-TZVPD

```
24
Properties=species:S:1:pos:R:3
O 1.43 3.55 -0.30
N 0.89 2.60 -0.87
N 0.07 1.85 -0.21
O -0.19 2.37 0.99
C -0.81 0.71 -0.81
C -1.81 0.10 0.29
C -1.20 -0.34 1.65
C 0.04 -0.68 1.88
C 1.18 -0.76 0.94
C 0.83 -1.20 -0.53
C 0.20 -0.27 -1.52
H 1.10 2.43 -1.84
H 0.16 3.31 1.04
H -1.35 1.20 -1.74
H -2.42 -0.64 -0.21
H -2.53 0.76 0.67
H -1.96 -0.55 2.46
H 0.19 -0.93 3.00
H 1.96 0.03 0.95
H 1.80 -1.66 1.34
H 1.76 -1.65 -0.83
H 0.20 -2.01 -0.37
H 0.80 0.13 -2.33
H -0.38 -0.97 -2.18
```

E_LUMO (alpha / beta)	-5.5 / -5.5	eV
highest occupied orbital energy (alpha / beta)	-12.979 / -12.979	eV
spin multiplicity	1
SMILES	O=[NH+]N(O)[C@@H]1CC=CCCC1
total charge	+1


b) Molecular formula: C7H13N2O2
Method: DFT, ωB97M-V/def2-TZVPD

```
24
Properties=species:S:1:pos:R:3
C 3.40 0.65 -1.04
C 2.40 0.77 0.09
O 1.19 -0.02 -0.22
C 0.20 -0.02 0.62
N 0.01 0.71 1.74
C -1.27 0.56 2.20
C -1.82 -0.41 1.43
O -3.04 -0.87 1.28
N -0.96 -0.66 0.40
C -1.32 -1.54 -0.72
C -1.68 -0.61 -1.84
H 4.03 -0.27 -1.10
H 2.79 0.93 -1.99
H 4.08 1.56 -0.91
H 2.06 1.74 0.12
H 2.71 0.34 0.97
H 0.57 1.49 2.08
H -1.69 1.22 2.89
H -3.70 -0.31 1.89
H -0.45 -2.19 -0.98
H -2.22 -2.07 -0.57
H -2.65 -0.81 -2.30
H -0.86 -0.50 -2.56
H -1.78 0.33 -1.46
```

E_LUMO	-2.7	eV
highest occupied orbital energy	-12.600	eV
spin multiplicity	1
SMILES	CCOc1[nH]cc(O)[n+]1CC
total charge	+1


Which one is most stable, and which one is least stable? b) is the most stable of them, while a) is the least stable.


a) Molecular formula: C7H13N2O2
Method: DFT, ωB97M-V/def2-TZVPD

```
24
Properties=species:S:1:pos:R:3
C -1.40 1.45 -0.57
C -0.93 0.09 -0.01
C -2.17 -0.86 0.00
C 0.12 -0.65 -0.77
C 1.50 0.08 -0.92
N 2.14 0.22 0.34
C 2.20 -0.70 1.65
N 2.73 0.12 2.55
C 2.95 1.41 2.08
O 3.28 2.33 2.74
O 2.58 1.44 0.84
H -2.50 1.75 -0.20
H -0.79 2.38 -0.22
H -1.33 1.45 -1.72
H -0.66 0.27 0.98
H -1.74 -1.75 0.51
H -2.18 -1.06 -1.08
H -2.93 -0.29 0.38
H 0.23 -1.69 -0.46
H -0.23 -0.79 -1.89
H 2.10 -0.45 -1.64
H 1.39 1.05 -1.26
H 1.91 -1.69 1.64
H 2.76 -0.19 3.53
```

E_LUMO	-5.7	eV
highest occupied orbital energy	-14.277	eV
spin multiplicity	1
SMILES	CC(C)CC[n+]1c[nH]c(=O)o1
total charge	+1


b) Molecular formula: C7H13N2O2
Method: DFT, ωB97M-V/def2-TZVPD

```
24
Properties=species:S:1:pos:R:3
C -2.18 -0.20 -0.37
C -1.95 -1.52 0.34
O -0.82 -1.33 1.26
C 0.26 -1.03 0.49
N 1.07 0.00 0.95
C 0.34 1.26 1.18
C -0.36 1.52 -0.13
N -0.89 0.19 -0.68
C 2.36 -0.29 0.36
C 2.02 -1.30 -0.75
O 0.79 -1.94 -0.21
H -2.88 -0.13 -1.18
H -2.50 0.44 0.50
H -2.84 -1.77 0.96
H -1.77 -2.30 -0.30
H 1.09 2.03 1.42
H -0.40 0.93 1.99
H -1.29 2.12 0.14
H 0.15 2.11 -0.92
H -0.60 0.17 -1.74
H 3.03 -0.78 1.08
H 2.94 0.60 0.02
H 1.56 -0.90 -1.63
H 2.78 -2.11 -0.84
```

E_LUMO	-2.7	eV
highest occupied orbital energy	-13.729	eV
spin multiplicity	1
SMILES	C1COC2=[N+](CCN1)CCO2
total charge	+1


c) Molecular formula: C7H13N2O2
Method: DFT, ωB97M-V/def2-TZVPD

```
24
Properties=species:S:1:pos:R:3
C -1.36 1.66 -0.55
N -1.31 0.40 -0.42
C -2.60 -0.18 0.30
N -2.84 -1.38 -0.03
O -3.27 0.61 0.89
C -0.20 -0.49 -0.71
O -0.36 -1.55 -1.25
C 1.11 -0.07 -0.07
C 1.32 1.46 -0.02
C 1.09 -0.62 1.42
C 2.33 -0.75 -0.77
H -2.21 2.17 -0.04
H -0.86 2.30 -1.37
H -2.23 -2.01 -0.74
H -3.69 -1.90 0.23
H 2.24 1.69 0.55
H 0.49 2.13 0.49
H 1.53 1.78 -1.02
H 2.11 -0.56 1.84
H 0.68 -1.62 1.73
H 0.44 -0.04 2.03
H 3.17 -0.59 -0.07
H 1.93 -1.92 -0.64
H 2.50 -0.50 -1.78
```

E_LUMO	-5.5	eV
highest occupied orbital energy	-15.072	eV
spin multiplicity	1
SMILES	C=[N+](C(N)=O)C(=O)C(C)(C)C
total charge	+1


Which one is most stable, and which one is least stable? b) is the most stable of them, while a) is the least stable.


a) Molecular formula: C5H9N2O
Method: DFT, ωB97M-V/def2-TZVPD

```
17
Properties=species:S:1:pos:R:3
C 2.63 -1.19 0.04
C 2.44 0.11 0.46
C 0.09 -0.30 0.53
C -1.61 1.12 -0.53
C -1.34 -0.16 0.23
N 1.45 -1.92 -0.08
N 1.02 0.55 0.55
O 1.47 -3.27 0.23
H 3.60 -1.54 -0.37
H 3.23 0.83 0.66
H -1.02 1.99 -0.06
H -2.65 1.40 -0.69
H -1.17 1.05 -1.57
H -1.71 -0.92 -0.34
H -1.88 -0.14 1.22
H 0.76 1.54 0.48
H 0.68 -3.62 -0.20
```

E_LUMO (alpha / beta)	-5.1 / -5.2	eV
highest occupied orbital energy (alpha / beta)	-13.273 / -13.286	eV
spin multiplicity	1
total charge	+1


b) Molecular formula: C5H9N2O
Method: DFT, ωB97M-V/def2-TZVPD

```
17
Properties=species:S:1:pos:R:3
C 1.52 0.18 0.49
N 0.05 0.17 0.20
C -0.82 1.02 0.99
C -0.31 -1.30 0.00
C -0.49 -1.39 -1.50
N -0.58 -0.31 -2.13
C -0.22 0.84 -1.18
O -0.07 1.96 -1.36
H 1.98 -0.44 -0.18
H 1.84 1.13 0.41
H 1.51 0.11 1.61
H -0.58 0.66 2.08
H -0.63 2.13 1.00
H -1.79 0.94 0.80
H -1.30 -1.36 0.44
H 0.51 -2.05 0.21
H -0.61 -2.31 -1.88
```

E_LUMO	-4.5	eV
highest occupied orbital energy	-15.370	eV
spin multiplicity	1
SMILES	C[N+]1(C)CC=NC1=O
total charge	+1


Which one is most stable, and which one is least stable? b) is the most stable of them, while a) is the least stable.


a) Molecular formula: C5H9N2O
Method: DFT, ωB97M-V/def2-TZVPD

```
17
Properties=species:S:1:pos:R:3
C 0.84 -0.01 0.83
C -0.46 0.08 0.30
C 1.66 0.95 0.11
C 0.75 1.71 -0.59
C -1.54 -1.73 -0.38
N 3.04 0.90 0.14
N -2.78 -1.34 -0.52
O -0.52 1.19 -0.51
H 1.14 -0.72 1.61
H -1.28 0.22 0.98
H 0.91 2.70 -1.16
H -1.22 -2.26 0.48
H 3.41 1.81 -0.02
H -0.86 -1.82 -1.18
H -3.11 -0.79 -1.31
H 3.37 0.30 0.90
H -3.34 -1.17 0.32
```

E_LUMO	-4.9	eV
highest occupied orbital energy	-12.253	eV
spin multiplicity	1
total charge	+1


b) Molecular formula: C5H9N2O
Method: DFT, ωB97M-V/def2-TZVPD

```
17
Properties=species:S:1:pos:R:3
C 1.91 1.49 -0.08
C 1.22 -1.19 -0.03
C 2.70 -0.71 0.05
C 0.16 -0.08 0.02
C -1.30 -0.32 0.05
N 0.56 1.15 -0.11
N -1.97 1.02 0.11
O 2.84 0.58 0.11
H 2.04 2.42 0.27
H 1.21 -1.66 -1.03
H 1.26 -1.96 0.85
H 3.53 -1.26 -0.16
H -1.43 -0.97 1.00
H -1.72 -0.97 -0.90
H -2.92 1.08 0.35
H -1.92 1.38 -0.83
H -0.10 1.86 -0.05
```

E_LUMO (alpha / beta)	-4.5 / -5.1	eV
highest occupied orbital energy (alpha / beta)	-12.268 / -12.234	eV
spin multiplicity	1
total charge	+1


Which one is most stable, and which one is least stable? a) is the most stable of them, while b) is the least stable.


a) Molecular formula: H28NO12
Method: DFT, ωB97M-V/def2-TZVPD

```
41
Properties=species:S:1:pos:R:3
N -0.35 -0.28 0.03
H -0.72 -0.50 -0.77
H -0.59 0.63 0.34
H 0.72 -0.34 0.21
H -0.65 -1.04 0.76
O 1.63 2.63 0.07
H 2.42 3.08 0.00
H 1.07 2.73 0.92
O 1.04 1.13 3.22
H 1.96 1.42 3.63
H 1.31 0.02 3.13
O -2.14 0.47 2.95
H -2.76 0.11 2.38
H -2.31 -0.19 3.73
O -2.83 2.16 0.33
H -2.53 2.53 1.03
H -2.26 2.55 -0.41
O 1.78 -2.64 -0.18
H 2.56 -2.09 -0.22
H 1.85 -3.31 -0.85
O -1.98 -3.19 0.97
H -2.78 -3.49 1.23
H -1.46 -3.85 0.49
O 1.25 -1.57 2.47
H 2.00 -1.29 2.06
H 1.61 -2.36 3.07
O -3.05 -1.12 -2.51
H -3.75 -0.58 -2.68
H -3.07 -2.10 -2.40
O -0.68 2.90 -1.28
H -0.40 3.13 -2.10
H 0.40 2.96 -0.89
O 1.82 -0.45 -2.38
H 1.91 0.32 -2.99
H 1.88 -1.23 -2.90
O 3.61 0.06 0.08
H 3.48 0.90 0.56
H 3.58 0.27 -0.82
O -1.27 0.88 -3.55
H -1.78 0.22 -3.21
H -0.48 0.50 -3.54
```

E_LUMO	-3.0	eV
highest occupied orbital energy	-13.415	eV
spin multiplicity	1
total charge	+1


b) Molecular formula: H28NO12
Method: DFT, ωB97M-V/def2-TZVPD

```
41
Properties=species:S:1:pos:R:3
N 0.08 -0.36 -0.08
H 0.73 -0.48 0.40
H -0.21 0.71 0.07
H -0.64 -1.07 -0.01
H 0.38 -0.42 -1.07
O 0.10 1.39 2.60
H -0.52 1.79 3.10
H 0.92 1.80 2.86
O -0.75 -1.77 -2.63
H -0.55 -2.54 -2.97
H -1.63 -1.66 -2.87
O -3.74 -1.59 -0.32
H -3.41 -1.88 0.54
H -4.51 -1.11 -0.24
O 0.68 -0.15 -4.42
H 0.04 -0.32 -3.68
H 0.84 -1.02 -4.87
O -2.15 -2.53 1.68
H -1.70 -2.08 2.43
H -2.10 -3.41 2.05
O -0.65 -1.07 3.56
H -0.56 -0.85 4.41
H -0.38 -0.33 3.08
O -2.56 1.01 -0.32
H -2.66 1.40 -1.12
H -3.00 0.27 -0.49
O 2.61 1.04 -0.22
H 2.40 1.98 -0.48
H 3.15 0.70 -0.89
O 3.40 0.77 2.60
H 3.04 0.87 1.73
H 4.05 1.28 2.86
O 1.00 3.65 0.15
H 0.59 3.25 -0.68
H 0.27 4.14 0.59
O 2.45 -2.55 0.07
H 3.23 -2.15 -0.27
H 2.27 -3.36 -0.33
O -0.12 2.19 -1.84
H 0.45 2.40 -2.72
H -0.79 2.08 -2.28
```

E_LUMO	-2.9	eV
highest occupied orbital energy	-13.834	eV
spin multiplicity	1
total charge	+1


Which one is most stable, and which one is least stable? b) is the most stable of them, while a) is the least stable.


a) Molecular formula: C20H40O5
Method: DFT, ωB97M-V/def2-TZVPD

```
65
Properties=species:S:1:pos:R:3
C -0.76 -2.60 1.04
C -1.28 -2.47 -0.39
C -0.70 -3.71 -1.09
O -0.42 -4.67 -0.08
C -0.06 -3.97 1.10
H -1.58 -2.60 1.77
H -0.07 -1.82 1.35
H -0.93 -1.55 -0.86
H -2.36 -2.49 -0.43
H 0.23 -3.45 -1.60
H -1.37 -4.18 -1.81
H 1.04 -3.88 1.15
H -0.38 -4.53 1.98
C 0.77 2.32 -3.19
C 0.09 3.67 -3.42
C 0.60 4.42 -2.20
O 1.95 4.04 -2.05
C 2.15 2.76 -2.64
H 0.90 1.75 -4.11
H 0.22 1.72 -2.47
H -1.00 3.58 -3.38
H 0.38 4.14 -4.36
H 0.03 4.12 -1.31
H 0.49 5.50 -2.24
H 2.46 2.05 -1.87
H 2.88 2.83 -3.45
C 4.05 -3.29 2.27
C 3.34 -3.26 3.62
C 3.65 -1.82 4.08
O 3.85 -1.06 2.89
C 3.70 -1.91 1.76
H 3.72 -4.11 1.63
H 5.12 -3.45 2.40
H 3.67 -4.01 4.33
H 2.27 -3.42 3.45
H 4.58 -1.81 4.66
H 2.80 -1.40 4.62
H 4.33 -1.54 0.95
H 2.65 -1.89 1.43
C -4.01 0.96 -2.67
C -3.62 0.61 -1.23
C -4.96 0.51 -0.53
O -5.83 1.40 -1.20
C -5.36 1.68 -2.49
H -4.14 0.10 -3.33
H -3.26 1.61 -3.12
H -3.03 1.41 -0.79
H -3.05 -0.32 -1.17
H -4.96 0.76 0.53
H -5.35 -0.52 -0.61
H -5.26 2.76 -2.64
H -6.08 1.31 -3.23
C -0.22 1.30 0.87
C 1.29 1.37 0.62
C 1.76 1.24 2.06
O 0.89 2.10 2.79
C -0.37 2.12 2.13
H -0.55 0.26 0.90
H -0.81 1.69 0.03
H 1.57 2.37 0.28
H 1.65 0.62 -0.08
H 2.80 1.53 2.22
H 1.67 0.21 2.42
H -0.63 3.16 1.90
H -1.17 1.76 2.80
```

E_LUMO	0.5	eV
highest occupied orbital energy	-9.435	eV
spin multiplicity	1
SMILES	C1CCOC1.C1CCOC1.C1CCOC1.C1CCOC1.C1CCOC1
total charge	0


b) Molecular formula: C20H40O5
Method: DFT, ωB97M-V/def2-TZVPD

```
65
Properties=species:S:1:pos:R:3
C 0.47 1.30 -1.65
C 0.61 -0.16 -1.26
C -0.58 -0.32 -0.28
O -0.84 1.02 0.21
C 0.17 1.88 -0.26
H -0.44 1.38 -2.24
H 1.31 1.80 -2.13
H 1.56 -0.38 -0.75
H 0.60 -0.91 -2.05
H -0.45 -0.96 0.59
H -1.44 -0.51 -0.92
H 1.04 1.81 0.41
H -0.11 2.93 -0.38
C -2.53 -1.05 5.47
C -2.43 -2.37 4.72
C -2.12 -1.98 3.27
O -2.24 -0.58 3.17
C -1.93 -0.05 4.45
H -2.00 -1.06 6.43
H -3.55 -0.75 5.69
H -3.32 -2.98 4.83
H -1.62 -3.01 5.07
H -2.74 -2.50 2.54
H -1.11 -2.34 2.99
H -2.34 0.95 4.53
H -0.84 0.01 4.60
C 2.53 1.99 -5.18
C 1.43 2.28 -6.21
C 1.58 1.08 -7.16
O 1.87 0.00 -6.30
C 2.58 0.46 -5.16
H 2.31 2.42 -4.21
H 3.48 2.41 -5.52
H 1.48 3.27 -6.65
H 0.47 2.18 -5.69
H 2.36 1.16 -7.93
H 0.61 0.92 -7.64
H 3.62 0.12 -5.25
H 2.14 0.04 -4.25
C 2.21 2.94 2.69
C 2.64 3.54 4.03
C 1.51 3.08 4.96
O 1.23 1.77 4.51
C 1.20 1.83 3.08
H 3.04 2.48 2.15
H 1.70 3.68 2.08
H 2.67 4.64 3.96
H 3.62 3.22 4.35
H 0.61 3.71 4.91
H 1.80 3.06 6.01
H 0.20 2.17 2.79
H 1.38 0.85 2.64
C -0.80 -3.96 -1.30
C -1.58 -3.26 -2.44
C -2.97 -3.14 -1.85
O -2.80 -3.05 -0.46
C -1.71 -3.87 -0.04
H 0.19 -3.50 -1.23
H -0.69 -5.02 -1.54
H -1.51 -3.83 -3.37
H -1.11 -2.28 -2.53
H -3.58 -4.03 -2.08
H -3.54 -2.28 -2.19
H -2.06 -4.88 0.19
H -1.23 -3.36 0.79
```

E_LUMO	0.8	eV
highest occupied orbital energy	-9.292	eV
spin multiplicity	1
SMILES	C1CCOC1.C1CCOC1.C1CCOC1.C1CCOC1.C1CCOC1
total charge	0


Which one is most stable, and which one is least stable? a) is the most stable of them, while b) is the least stable.